{"formula": "C26H48BBr7CaCl3F4LiN2O8PS", "method": "ωB97M-V/def2-TZVPD", "charge": 1, "gap_ev": 1.52, "homo_energy_ev": -6.86, "lumo_ev": -5.3, "species": ["C", "C", "S", "C", "B", "C", "Cl", "C", "C", "Cl", "O", "C", "C", "C", "C", "C", "F", "C", "F", "F", "C", "N", "C", "O", "P", "O", "Cl", "O", "H", "H", "H", "H", "H", "H", "H", "H", "H", "H", "H", "H", "H", "H", "H", "H", "H", "H", "H", "H", "Ca", "C", "O", "N", "C", "C", "H", "H", "H", "H", "H", "H", "H", "C", "Br", "Br", "Br", "H", "C", "C", "O", "C", "H", "H", "H", "H", "H", "H", "Br", "F", "C", "Br", "Br", "Br", "H", "Li", "O", "H", "H", "H", "C", "C", "O", "C", "C", "H", "H", "H", "H", "H", "H", "H", "H", "H", "H"], "positions_angstrom": [[3.0473, -3.2266, 0.5894], [3.9245, -3.3909, -0.6944], [3.0852, -2.8650, -2.2339], [3.5319, -1.1304, -2.6221], [2.5885, -0.0650, -1.7691], [3.1774, 1.0176, -0.6514], [2.4783, 0.8386, 0.9969], [4.7783, 1.0625, -0.4567], [5.1361, 2.4528, 0.3751], [5.4193, -0.2596, 0.5578], [1.5430, -0.9210, -1.1154], [0.2052, -0.5019, -1.4731], [-0.6174, -1.5947, -2.2429], [-0.4750, -0.5021, -0.0661], [-1.9135, 0.1370, -0.0068], [-2.0709, 0.8154, 1.3466], [-1.6715, 2.0712, 1.5733], [-2.5728, 0.1873, 2.3841], [-3.0582, -1.0455, 2.2811], [-2.5704, 0.7813, 3.5720], [0.4493, 0.8674, -2.2401], [-0.1794, 0.9777, -3.6317], [-1.3590, 1.2490, -3.5896], [-2.4493, 1.5965, -3.4236], [0.6060, 2.4872, -1.2780], [-0.8203, 3.1878, -0.8949], [1.4719, 3.7057, -2.7892], [1.7677, 0.8039, -2.5588], [3.0524, -4.1952, 1.1245], [1.9978, -3.0081, 0.3630], [3.4628, -2.4943, 1.3014], [4.0914, -4.4886, -0.7957], [4.9295, -2.9591, -0.5608], [3.3346, -1.0068, -3.7031], [4.6223, -1.0174, -2.4904], [2.8421, 2.0605, -0.9834], [5.3008, 1.1324, -1.4812], [6.1172, 2.9259, -0.0031], [4.2491, 3.1945, 0.3270], [5.2272, 2.1733, 1.4289], [-1.0154, -1.2328, -3.2097], [-1.4931, -1.9273, -1.6597], [-0.0233, -2.5007, -2.4417], [0.1281, -0.0466, 0.7246], [-0.5854, -1.5647, 0.2144], [-2.1569, 0.7989, -0.8465], [-2.6296, -0.7003, 0.0261], [-0.6028, 3.8081, -0.1781], [4.1276, 3.3599, -1.3330], [3.9168, 4.9612, -5.2017], [4.6220, 4.4468, -4.3397], [4.0865, 4.8108, -6.5158], [3.2116, 5.4517, -7.4822], [5.1791, 3.9813, -6.9956], [3.0653, 5.6063, -4.9430], [2.7316, 4.6879, -8.0962], [3.8012, 6.1111, -8.1210], [2.4451, 6.0365, -6.9786], [5.0616, 2.9679, -6.6079], [6.1258, 4.3833, -6.6329], [5.1852, 3.9578, -8.0822], [1.8597, -1.7264, 4.6214], [2.1281, -0.6715, 6.2099], [0.2591, -1.2103, 3.6761], [3.4053, -1.6830, 3.4618], [1.7284, -2.7521, 4.9376], [-4.2600, 0.9198, 6.1547], [-4.4829, 0.4671, 7.5780], [-4.2507, -0.6682, 7.9126], [-5.0055, 1.4879, 8.5578], [-3.8885, 0.0872, 5.5629], [-5.2020, 1.2634, 5.7235], [-3.5223, 1.7235, 6.1315], [-5.9796, 1.8543, 8.2300], [-4.3029, 2.3187, 8.6406], [-5.1168, 1.0245, 9.5363], [1.7862, 5.9670, -1.2616], [2.4625, 3.7892, 0.1498], [-5.2483, 3.4969, -4.6224], [-6.7383, 2.5853, -5.4468], [-4.0664, 4.2670, -5.9371], [-5.8328, 4.8048, -3.3344], [-4.6786, 2.7521, -4.0834], [4.9558, -4.7141, -3.0678], [-0.4899, -3.8186, -4.5010], [-0.4873, -4.7057, -4.9235], [-1.3366, -3.6413, -4.0250], [-0.2904, -3.1060, -5.1523], [-4.5124, -3.9229, 5.9275], [-3.4607, -4.8349, 5.3338], [-3.9886, -5.7976, 4.4434], [-4.6350, -5.2751, 3.3011], [-3.7156, -4.4532, 2.4094], [-5.3239, -4.5034, 6.3696], [-4.0717, -3.2883, 6.6973], [-4.9522, -3.2701, 5.1706], [-2.9797, -5.3933, 6.1379], [-2.6703, -4.2545, 4.8428], [-5.5198, -4.6979, 3.5893], [-4.9968, -6.1374, 2.7388], [-3.4044, -3.5260, 2.8920], [-4.2234, -4.1894, 1.4795], [-2.8112, -5.0183, 2.1727]], "lowdin_charge": [-0.18, -0.55, 0.79, -0.30, -0.94, -0.60, 0.71, -0.74, -0.25, 0.66, -0.12, -0.35, -0.01, -0.13, -0.07, -0.22, 0.10, -0.36, 0.11, 0.12, -0.50, 0.16, -0.37, 0.18, 0.78, -0.30, 0.15, -0.09, 0.08, 0.07, -0.08, 0.04, 0.06, 0.07, 0.05, -0.07, 0.11, 0.11, -0.01, 0.08, 0.06, 0.08, 0.05, 0.05, 0.12, 0.11, 0.11, 0.06, 1.27, -0.35, -0.06, -0.19, -0.04, -0.04, 0.14, 0.09, 0.09, 0.09, 0.09, 0.09, 0.09, -1.59, 0.61, 0.65, 0.65, -0.03, -0.03, -0.50, 0.07, -0.02, 0.06, 0.09, 0.09, 0.09, 0.09, 0.08, -0.36, -0.77, -1.65, 0.55, 0.56, 0.58, -0.06, 0.80, 0.32, 0.20, 0.20, 0.21, -0.07, -0.28, -0.16, -0.28, -0.08, 0.09, 0.07, 0.07, 0.12, 0.10, 0.11, 0.12, 0.05, 0.07, 0.08]}


{"formula": "C5H24N2O7", "method": "ωB97M-V/def2-TZVPD", "de_lowest_kj_mol": 137.9, "gap_ev": 10.07, "homo_energy_ev": -9.59, "smiles": "NCCCCNC=O.O.O.O.O.O.O", "lumo_ev": 0.5, "species": ["N", "C", "C", "C", "C", "N", "C", "O", "H", "H", "H", "H", "H", "H", "H", "H", "H", "H", "H", "H", "O", "H", "H", "O", "H", "H", "O", "H", "H", "O", "H", "H", "O", "H", "H", "O", "H", "H"], "positions_angstrom": [[-0.8047, -4.0588, -0.5178], [-1.1769, -2.8201, 0.2627], [-1.1011, -1.5356, -0.5551], [0.0657, -1.3252, -1.5195], [1.3486, -1.4866, -0.7340], [1.3921, -0.5842, 0.4206], [1.6066, 0.7316, 0.4437], [1.8615, 1.4110, -0.5704], [-0.5554, -3.7603, -1.4498], [-0.0520, -4.5418, -0.0505], [-0.5157, -2.7231, 1.1205], [-2.2118, -3.0071, 0.5527], [-2.0586, -1.2328, -0.9996], [-1.1530, -0.6847, 0.1581], [0.0767, -1.9354, -2.4535], [0.0781, -0.3359, -2.0025], [1.6862, -2.4776, -0.4737], [2.1444, -1.1482, -1.4221], [1.1369, -1.0305, 1.3033], [1.5569, 1.2581, 1.3866], [0.9464, 4.0336, -0.5224], [1.3174, 3.2493, -0.9593], [0.0520, 4.2924, -0.7329], [-0.0039, -1.5132, 3.1506], [-0.8865, -1.8576, 2.9324], [-0.4470, -0.6569, 3.3540], [-1.3922, 1.8780, -1.4043], [-0.9116, 1.0645, -1.2718], [-0.8875, 2.2602, -2.1510], [-1.4363, 1.0673, 3.6056], [-1.4327, 1.4110, 2.6973], [-0.7780, 1.6031, 4.0531], [0.8498, 1.9184, -2.9437], [1.0123, 1.5848, -2.0332], [1.6296, 2.4338, -3.1973], [-0.4687, 2.7118, 1.2233], [0.2653, 3.3172, 0.9819], [-0.7527, 2.4896, 0.3180]], "lowdin_charge": [0.01, -0.25, -0.21, -0.18, -0.17, 0.07, -0.28, -0.06, 0.04, 0.06, 0.07, 0.11, 0.12, 0.10, 0.13, 0.08, 0.12, 0.13, 0.11, 0.14, -0.05, 0.01, 0.05, -0.08, 0.04, 0.02, -0.04, -0.01, 0.04, -0.06, 0.02, 0.05, -0.09, -0.02, 0.07, -0.10, 0.02, 0.00]}


{"formula": "C21H38BrN2O15PS", "method": "ωB97M-V/def2-TZVPD", "gap_ev": 8.43, "homo_energy_ev": -9.39, "smiles": "CCCCO[C@@H]1[C@@](Br)(CCC(C)C)[C@@](O)(ON=O)[C@H](P(=N)(O)O)OS1(=O)=O.C[C@@H]1COC(=O)O1.C[C@@H]1COC(=O)O1", "lumo_ev": -1.0, "species": ["C", "C", "C", "C", "O", "C", "C", "Br", "C", "C", "C", "C", "C", "C", "O", "O", "N", "O", "C", "P", "N", "O", "O", "O", "S", "O", "O", "H", "H", "H", "H", "H", "H", "H", "H", "H", "H", "H", "H", "H", "H", "H", "H", "H", "H", "H", "H", "H", "H", "H", "H", "H", "H", "C", "C", "C", "O", "C", "O", "O", "H", "H", "H", "H", "H", "H", "C", "C", "C", "O", "C", "O", "O", "H", "H", "H", "H", "H", "H"], "positions_angstrom": [[2.0183, 5.6918, 4.5020], [1.2210, 5.1301, 3.1434], [0.0148, 4.1456, 3.7507], [-1.3474, 4.3516, 2.8639], [-1.2278, 4.0101, 1.4392], [-0.8066, 2.6188, 1.2235], [-0.7235, 2.3763, -0.4303], [-2.5597, 2.6494, -1.1716], [0.2284, 3.5962, -1.0166], [0.6111, 3.4532, -2.6041], [2.0709, 2.7746, -2.9121], [2.4177, 3.0368, -4.5238], [3.3239, 3.3978, -2.0586], [-0.0954, 0.8675, -0.6857], [-0.2118, 0.3897, -2.0716], [1.3572, 0.9881, -0.3254], [2.0439, -0.0888, -0.7438], [3.2182, 0.1772, -0.4423], [-0.7155, -0.2998, 0.2758], [-0.9705, -2.0204, -0.5777], [-2.1091, -1.9824, -1.7367], [-1.5371, -3.1182, 0.6688], [0.5113, -2.6958, -1.2087], [-2.0310, 0.0332, 0.8834], [-1.9175, 1.3198, 1.9961], [-1.2471, 0.7341, 3.2920], [-3.3867, 1.8088, 2.2525], [2.8957, 6.4197, 4.2399], [2.3739, 4.7018, 5.0629], [1.1756, 6.1640, 5.1754], [1.9956, 4.5295, 2.5039], [0.7538, 6.0089, 2.5127], [-0.2511, 4.4412, 4.8715], [0.3344, 2.9978, 3.7465], [-1.5958, 5.5181, 2.9037], [-2.2206, 3.8212, 3.4348], [0.2959, 2.3822, 1.6087], [1.1772, 3.6278, -0.2927], [-0.2710, 4.6737, -0.8945], [0.5774, 4.5068, -3.1144], [-0.2091, 2.7784, -3.1408], [2.0914, 1.5988, -2.7729], [1.4844, 2.8508, -5.2191], [3.3796, 2.4317, -4.8671], [2.7123, 4.1806, -4.5917], [4.3561, 3.2776, -2.6424], [3.4452, 2.7243, -1.0841], [3.1261, 4.4934, -1.6958], [-1.1592, 0.3747, -2.3963], [0.0317, -0.4700, 1.1667], [-1.6941, -2.3322, -2.6421], [-0.8105, -3.1939, 1.3760], [1.1498, -2.7206, -0.4174], [0.6270, -5.0828, 6.2615], [1.3781, -4.3439, 5.1730], [0.8140, -2.9889, 4.8713], [1.1887, -2.7961, 3.5193], [1.2812, -4.0425, 2.9650], [1.3809, -4.2601, 1.7696], [1.2455, -5.0120, 3.9285], [1.0385, -6.0894, 6.3915], [0.6887, -4.5520, 7.2161], [-0.4283, -5.2101, 5.9961], [2.4462, -4.2919, 5.4176], [1.2401, -2.2080, 5.5073], [-0.2791, -2.9458, 4.9362], [-3.1067, -5.9662, -4.0862], [-2.3556, -5.2273, -5.1747], [-2.9197, -3.8724, -5.4763], [-2.5449, -3.6795, -6.8284], [-2.4525, -4.9259, -7.3826], [-2.3528, -5.1436, -8.5781], [-2.4882, -5.8954, -6.4191], [-2.6952, -6.9729, -3.9561], [-3.0450, -5.4355, -3.1316], [-4.1620, -6.0935, -4.3516], [-1.2875, -5.1753, -4.9301], [-2.4936, -3.0914, -4.8404], [-4.0127, -3.8293, -5.4115]], "lowdin_charge": [-0.15, -0.24, -0.18, -0.20, -0.17, -0.34, -0.57, 0.83, -0.18, -0.17, -0.38, -0.12, -0.12, -0.36, -0.06, -0.08, 0.02, 0.03, -0.25, 0.77, -0.20, -0.20, -0.22, -0.29, 0.86, -0.36, -0.33, 0.08, 0.09, 0.07, 0.10, 0.11, 0.13, 0.11, 0.15, 0.13, 0.17, 0.13, 0.14, 0.13, 0.11, 0.12, 0.08, 0.09, 0.08, 0.10, 0.07, 0.09, 0.11, 0.15, -0.01, 0.06, 0.07, -0.02, -0.35, -0.11, 0.06, -0.50, 0.13, 0.10, 0.09, 0.09, 0.09, 0.16, 0.15, 0.15, -0.02, -0.35, -0.12, 0.06, -0.51, 0.13, 0.08, 0.09, 0.09, 0.09, 0.16, 0.13, 0.15]}


DFT total energy values, unit eV, following the record order: -625266.8495; -22887.3637; -146242.6039.